Model a:
Computed, not measured: an isolated molecule of C3H8BNO, with ωB97M-V/def2-TZVPD.

## Properties
LUMO energy, eV: 0.79
SMILES: CBNCC=O
Gap between HOMO and LUMO, eV: 10.65

Each line ends with the Löwdin charge.
Positions of all 14 atoms, in Å:
H (0.75530, 0.48888, 1.49543)  0.0708
H (1.17500, 1.75562, -0.59990)  0.1223
H (-0.45233, -0.63087, -1.13055)  0.1315
N (0.07837, -0.00747, -0.53833)  0.0364
O (-1.86723, 1.84790, -1.18321)  0.0710
B (0.18002, -0.27625, 0.81709)  -0.3159
H (-0.40642, -1.71670, 2.44506)  0.0403
H (0.91089, 1.00688, -2.18695)  0.1277
H (0.09722, -2.49140, 0.96008)  0.0532
H (-0.45035, 3.09704, -1.89425)  0.1202
H (-1.47380, -1.74196, 1.05636)  0.0524
C (-0.73183, 2.11968, -1.44515)  -0.2558
C (-0.43663, -1.63120, 1.36446)  -0.0688
C (0.44988, 1.20826, -1.20851)  -0.1852

---

Model b:
Computed, not measured: an isolated molecule of C3H8BNO, with ωB97M-V/def2-TZVPD.

## Properties
LUMO energy, eV: 0.56
SMILES: C/C=C/B(N)O
Gap between HOMO and LUMO, eV: 9.82

Each line ends with the Löwdin charge.
Positions of all 14 atoms, in Å:
C (-1.18351, -0.61398, 2.22921)  -0.0990
B (0.77096, 0.21479, -1.21036)  -0.5844
H (1.15435, 1.44793, -2.89374)  0.0274
H (-0.73226, -1.79114, 0.36783)  0.0814
O (1.47613, -0.87312, -1.76297)  0.0898
H (0.20449, 2.31337, -1.90811)  0.1250
H (-1.59200, -1.53090, 2.60097)  0.0585
H (2.06551, -0.66480, -2.49763)  0.0861
H (-1.91991, 0.06120, 2.16222)  0.0209
C (-0.54476, -0.88653, 0.86860)  -0.1609
N (0.72020, 1.37461, -2.03738)  0.1623
C (0.08661, 0.12219, 0.23750)  -0.0138
H (-0.11403, 0.99988, 0.91856)  0.0985
H (-0.39179, -0.17352, 2.92530)  0.1082

---

Which of them is most stable? Easy: model b.

---

Model a:
Computed, not measured: a cluster of 2 separate species, NO4S in total, with ωB97M-V/def2-TZVPD.

## Properties
LUMO energy (alpha / beta), eV: 2.83 / 2.83
Total charge: -1
Gap between HOMO and LUMO (alpha / beta), eV: 6.54 / 6.54

Each line ends with the Löwdin charge.
Positions of all 6 atoms, in Å:
O (-2.18296, -0.08116, -1.47352)  -0.5352
O (1.53196, 1.70775, 1.08331)  -0.1798
O (0.97310, -0.29583, 1.76249)  -0.1981
S (-1.01250, -0.60117, -0.66633)  0.8606
O (-0.22401, -1.36412, -1.65336)  -0.5070
N (0.91441, 0.63453, 0.94739)  -0.4405

---

Model b:
Computed, not measured: the ion NO4S with charge -1, with ωB97M-V/def2-TZVPD.

## Properties
LUMO energy, eV: 4.05
Total charge: -1
SMILES: O=S(=O)=[N+]([O-])[O-]
Gap between HOMO and LUMO, eV: 8.74

Each line ends with the Löwdin charge.
Positions of all 6 atoms, in Å:
O (0.79037, 1.78172, -0.19049)  -0.5292
O (-1.84948, -0.77734, -0.19229)  -0.1002
O (0.02826, -1.14172, -1.17826)  -0.0513
N (-0.66824, -0.48289, -0.43648)  -0.5117
O (1.39279, -0.17102, 1.22638)  -0.5429
S (0.30630, 0.79125, 0.77114)  0.7352

---

Which of them is most stable? Easy: model b.

---

Model a:
Computed, not measured: a structure of composition C36H33AsCl4FeN3O10S3, with ωB97M-V/def2-TZVPD.

## Properties
LUMO energy (alpha / beta), eV: 4.03 / 3.78
2S+1: 6
Total charge: -2
Gap between HOMO and LUMO (alpha / beta), eV: 6.99 / 6.23

Each line ends with the Löwdin spin population.
Positions of all 91 atoms, in Å:
C (0.14614, 1.76863, 3.95793)  0.0014
H (0.02253, -1.60514, -3.86747)  0.0002
C (2.94617, -0.16327, -2.87413)  0.0002
H (-3.28787, -3.92281, 2.84350)  0.0001
C (-4.47281, -1.59861, 1.01022)  -0.0005
H (-5.09919, -0.78253, 1.36270)  0.0000
C (1.81794, -1.31083, 2.52412)  -0.0002
H (-4.96648, 1.62534, -0.33971)  0.0013
C (3.09210, 3.35338, -1.89146)  0.0000
Cl (-5.17987, 4.75364, -4.31645)  0.0002
C (-3.97441, 3.93355, -3.32407)  0.0009
H (0.48761, 0.08794, -4.07297)  0.0004
C (2.12832, -1.75215, 3.80034)  0.0000
O (2.82023, 0.99976, 3.13017)  0.0038
H (-4.24443, -1.48374, -0.04884)  0.0002
C (3.78393, -2.79201, -3.18320)  0.0000
C (1.14388, -3.52337, 1.91035)  0.0000
H (3.66507, 5.30311, -1.28051)  0.0000
Cl (2.05048, 3.16330, -0.53820)  -0.0001
C (-1.97978, 2.89361, 4.05260)  0.0019
H (1.03667, 1.38760, 4.43356)  0.0001
C (4.63378, 4.72942, -3.12137)  0.0000
C (-0.03086, 1.63473, 2.56490)  0.0025
H (0.48371, -5.55116, 4.34130)  0.0000
C (2.01269, -1.14038, -3.19985)  0.0004
O (-0.70536, -3.39902, -1.72520)  0.0022
Cl (4.08611, 1.41220, -5.24683)  0.0000
O (2.91768, 0.18544, 0.79054)  0.0006
H (1.70613, -3.21648, -3.54637)  0.0000
C (-2.06223, 2.71847, 2.68545)  0.0027
C (-3.77664, -1.19554, 3.79617)  0.0021
N (0.78108, 1.01046, 1.64258)  0.0232
H (-3.06116, -1.33561, 4.60572)  0.0001
O (-1.67071, -0.46205, 2.11470)  0.0276
H (1.78704, 1.18271, -1.89756)  0.0000
C (0.57207, -0.77954, -3.41141)  0.0001
C (-2.39093, -3.40150, 2.50421)  0.0007
C (3.78846, 4.53890, -2.03556)  0.0000
C (-3.37453, 2.51279, -1.47696)  0.0010
H (2.53862, -1.04943, 4.51342)  0.0000
C (1.22915, -5.43824, 3.54948)  0.0000
O (-2.84615, -3.99601, -0.64337)  0.0569
H (2.15554, -3.43406, 5.13368)  0.0000
H (-2.92595, 3.07521, 2.13087)  0.0002
H (-2.32235, 4.65883, -4.51819)  0.0000
H (0.77685, -4.21471, 1.15965)  0.0000
S (-3.06285, -1.99469, -2.55663)  0.7442
O (-1.06574, 2.21271, -0.99386)  0.0233
Fe (-0.93761, 0.40360, 0.22407)  3.7688
H (1.08427, -1.84501, 0.57214)  0.0002
H (-1.66127, -3.33373, 3.30881)  0.0000
O (-3.21169, 0.88659, 0.27503)  0.0216
C (-0.15253, -0.39410, -2.14685)  0.0211
H (-4.64794, -1.83557, 3.95063)  0.0003
H (4.09927, -3.82254, -3.29078)  0.0000
H (-1.98265, -3.90736, 1.63567)  0.0002
As (-2.90107, -1.59392, 2.11461)  0.0032
C (-1.65829, 3.46638, -2.89953)  0.0018
C (4.73320, 3.72572, -4.06953)  0.0000
S (-1.94015, -2.96048, -1.11294)  0.0174
C (4.70633, -1.80047, -2.87756)  0.0000
H (-5.39217, 3.02446, -2.02901)  0.0001
C (1.43456, -3.98747, 3.19082)  -0.0001
C (4.01477, 2.54832, -3.92486)  0.0000
H (2.15504, -5.89442, 3.90773)  0.0000
C (-2.61115, 4.07329, -3.65503)  0.0001
C (-1.96526, 2.68015, -1.71093)  0.0037
C (4.28245, -0.49066, -2.71109)  0.0000
N (2.47203, 1.15258, -2.64890)  0.0001
H (0.88535, -6.00798, 2.68585)  0.0000
H (5.75194, -2.04711, -2.73719)  0.0000
O (-1.40542, -0.26217, -2.18654)  0.1511
H (-2.77038, 3.39153, 4.59816)  0.0003
C (-4.34228, 3.16007, -2.26708)  -0.0001
H (-4.08329, -0.14961, 3.77712)  0.0000
C (-3.86109, 1.62380, -0.45390)  0.0025
S (2.16933, 0.35037, 2.00769)  0.0035
H (5.18670, 5.65249, -3.23480)  0.0000
C (-0.83803, 2.39561, 4.68498)  0.0005
C (1.92144, -3.08601, 4.13183)  0.0000
C (3.20426, 2.29349, -2.81537)  0.0000
H (4.98539, 0.28376, -2.42502)  0.0000
C (2.44512, -2.45267, -3.33381)  0.0001
H (-4.94733, -2.56543, 1.18256)  -0.0001
Cl (0.01571, 3.61742, -3.34666)  0.0001
H (-0.72170, 2.49482, 5.75930)  0.0000
O (0.52197, -0.21605, -1.10794)  0.0644
N (-1.12446, 2.12249, 1.96199)  0.0204
H (5.34473, 3.84931, -4.95321)  0.0000
C (1.31231, -2.19204, 1.57389)  0.0001
O (-1.68017, -1.95032, -0.05236)  0.0211

---

Model b:
Computed, not measured: a structure of composition C36H33AsCl4FeN3O10S3, with ωB97M-V/def2-TZVPD.

## Properties
LUMO energy (alpha / beta), eV: 4.04 / 3.44
2S+1: 6
Total charge: -2
Gap between HOMO and LUMO (alpha / beta), eV: 6.92 / 5.80

Each line ends with the Löwdin spin population.
Positions of all 91 atoms, in Å:
C (-3.19430, 1.33560, 0.24599)  0.0006
C (-3.60464, -3.45426, -4.19425)  0.0010
C (1.93723, 3.22470, 1.10239)  -0.0001
C (3.73004, -3.68404, -1.43260)  0.0018
C (3.73631, 4.98892, 1.10893)  0.0000
S (-0.20718, 3.05026, -2.10358)  0.0159
H (4.28074, 0.62992, 2.71883)  0.0000
H (4.80404, 0.74354, -4.17560)  0.0003
C (-2.88727, 0.74187, 2.67467)  0.0001
C (-3.21221, -3.91122, 3.94369)  0.0000
H (1.25978, 3.94731, 0.66088)  -0.0001
H (-4.00753, 0.60563, 0.17077)  0.0004
H (-0.20338, -1.74239, -4.96577)  0.0013
C (4.08971, 2.65009, 1.97640)  0.0000
C (-2.96977, 1.71752, 1.68108)  0.0005
H (-2.62925, -4.81850, 4.01262)  0.0000
C (-2.40554, -2.87955, -4.48070)  -0.0001
O (2.33418, -0.06868, -1.44840)  0.0283
H (2.03572, 0.29302, -4.91933)  0.0000
C (4.40417, 0.18793, -3.32510)  0.0022
S (1.67461, -0.58554, 2.32985)  0.0038
Cl (-1.19712, -3.08050, 2.39523)  0.0000
O (-1.23426, -2.10559, -1.11600)  0.0238
C (-1.58904, -2.36864, -3.45542)  0.0009
Cl (-3.88246, -3.07581, -0.22569)  0.0002
As (2.76378, 0.98183, -2.67367)  0.0039
H (4.55175, 4.98013, 0.38129)  0.0000
C (-5.13998, -2.60759, 4.46462)  0.0000
C (1.82364, 1.18824, -4.33774)  -0.0006
C (-3.39541, -1.63650, 3.05249)  0.0000
N (1.38087, -1.28564, 0.94321)  0.0242
C (-1.95372, -2.46577, -2.06704)  0.0037
H (0.46220, 1.67031, 1.10438)  0.0001
H (2.25064, 2.07522, -4.80766)  -0.0001
S (-1.66549, 2.39869, -3.43393)  0.7812
H (1.93463, -3.57382, -2.61278)  0.0002
O (0.56515, 1.84652, -1.73222)  0.0216
C (-2.70943, -2.86637, 3.18991)  0.0000
Cl (-4.63157, -4.10723, -5.46749)  0.0002
H (2.63289, 3.37340, -1.84399)  0.0002
H (-2.56487, 2.70925, 5.40660)  0.0000
C (-4.42664, -3.78423, 4.60588)  0.0000
O (-0.86766, 3.63017, -0.95357)  0.0029
C (-4.64303, -1.57589, 3.68534)  0.0000
Fe (0.28442, -0.54491, -0.94273)  3.7616
H (-2.08841, -0.85957, 1.70956)  0.0000
O (0.57576, 3.95223, -2.93341)  0.0663
H (5.13109, 0.17145, -2.51382)  0.0000
H (-2.65273, 4.46881, 3.65055)  0.0000
H (-6.10891, -2.48033, 4.92843)  0.0000
C (2.33925, 1.01306, 1.92672)  -0.0002
C (2.43253, -3.28525, -1.69138)  0.0028
H (-3.47445, 2.20275, -0.35410)  0.0002
H (4.11203, 5.48045, 2.00962)  0.0000
C (-3.27896, -3.03350, -1.85438)  0.0019
C (-4.05497, -3.51471, -2.86195)  0.0001
C (2.26500, -2.10252, 0.28267)  0.0027
C (3.63912, 1.36398, 2.25068)  0.0000
H (5.11165, 2.92406, 2.22058)  0.0000
C (-1.99418, 0.69346, -0.41724)  0.0186
C (3.42929, 2.69717, -2.13185)  0.0010
H (-2.88608, 3.80369, 1.27306)  0.0000
H (0.75261, 1.32001, -4.19778)  0.0000
C (3.57922, -2.46381, 0.63882)  0.0013
C (1.48292, 1.94111, 1.34416)  0.0001
H (4.10428, 2.50188, -1.29815)  0.0000
C (-2.86765, 3.05164, 2.05279)  0.0001
H (3.97904, 3.11193, -2.97901)  0.0001
C (4.29751, -3.24833, -0.23324)  0.0005
C (-0.38919, -1.69558, -3.87159)  0.0026
H (2.93531, 5.60427, 0.69991)  0.0000
O (-1.03073, 0.34799, 0.32093)  0.0624
H (4.27337, -4.29985, -2.13687)  0.0002
O (0.41944, -0.28234, 2.96487)  0.0007
H (5.31662, -3.52201, 0.02007)  0.0000
N (-2.89656, -0.62109, 2.28177)  0.0002
O (2.69181, -1.26926, 3.10896)  0.0038
C (3.24557, 3.59565, 1.40397)  0.0000
H (4.18726, -0.83822, -3.62045)  0.0000
O (-2.00136, 0.51451, -1.65523)  0.1121
C (-2.75071, 1.10304, 4.00648)  0.0000
H (4.00355, -2.12684, 1.57069)  0.0001
C (-2.68477, 2.43998, 4.36393)  0.0000
Cl (-5.68927, -0.20350, 3.42977)  0.0000
C (-2.73115, 3.42239, 3.38387)  0.0000
H (-2.07118, -2.79919, -5.50924)  0.0001
H (-2.66587, 0.32721, 4.75788)  0.0000
N (1.72042, -2.53307, -0.86719)  0.0203
H (-5.02705, -3.93425, -2.63891)  0.0000
H (-4.81507, -4.59493, 5.20646)  0.0000
O (0.41985, -1.09196, -3.18125)  0.0219

---

Which of them is most stable? Easy: model b.